1.
C6H24FeN12O6 | the ωB97M-V functional and the def2-TZVPD basis

Values from the calculation:
Energy above the lowest of the compared OMol25 structures with the same formula, charge and spin: 51.47 kcal/mol
HOMO (spin up / spin down): -0.26488 / -0.55350 hartree
Total charge: +2
Kohn-Sham gap (spin up / spin down): 2.613 / 6.669 eV
Spin multiplicity: 9
<S²>: 20.0159

Geometry (Å):
Fe1 0.32942 0.04114 0.07443
C1 0.26970 -1.97537 -2.49836
O1 0.41439 -1.15780 -1.59993
N1 1.16324 -2.93296 -2.80704
N2 -0.75644 -1.96164 -3.30990
H1 1.22225 -3.29065 -3.74694
H2 1.66133 -3.41747 -2.07800
H3 -0.68192 -2.51925 -4.14556
H4 -1.44112 -1.23247 -3.17561
C2 -0.82778 1.61635 2.60213
O2 -0.09823 1.10688 1.77086
N3 -2.01153 1.08038 2.82001
N4 -0.60967 2.63028 3.41720
H5 -2.31332 0.33824 2.21545
H6 -2.61718 1.64766 3.39158
H7 0.26805 3.12648 3.41457
H8 -1.32219 2.78386 4.11121
C3 0.22886 -2.58449 1.85378
O3 0.18856 -1.58112 1.17989
N5 -0.18291 -2.64407 3.10920
N6 0.75829 -3.72878 1.41435
H9 -0.55830 -1.81821 3.54889
H10 -0.19205 -3.51503 3.61536
H11 1.06610 -3.78340 0.45722
H12 1.11141 -4.43219 2.04356
C4 3.48957 -0.27954 -0.59729
O4 2.32168 -0.19474 -0.21970
N7 4.44389 0.44043 -0.13341
N8 3.85458 -1.10065 -1.57915
H13 5.42019 0.21888 -0.24657
H14 4.19517 1.15771 0.53126
H15 3.15209 -1.64219 -2.05820
H16 4.74999 -1.02569 -2.03467
C5 0.36957 2.99087 -1.19607
O5 0.46116 1.71970 -0.96598
N9 0.75766 3.95726 -0.32283
N10 -0.41480 3.51148 -2.12171
H17 1.01982 3.79289 0.64457
H18 0.53129 4.92904 -0.51236
H19 -0.37831 4.52459 -2.18618
H20 -0.82776 2.95647 -2.86489
C6 -3.04429 0.21578 -0.25502
O6 -1.82483 -0.00204 -0.26010
N11 -3.63256 1.01791 -1.10379
N12 -3.79807 -0.42103 0.60863
H21 -3.16061 1.57484 -1.80030
H22 -4.63587 0.97979 -1.00194
H23 -4.76350 -0.13687 0.67964
H24 -3.35500 -0.98125 1.31771



2.
C6H24HfN14O12 | the ωB97M-V functional and the def2-TZVPD basis

Values from the calculation:
HOMO (spin up / spin down): -0.59079 / -0.59061 hartree
Total charge: +3
Kohn-Sham gap (spin up / spin down): 2.922 / 2.917 eV
Spin multiplicity: 2
<S²>: 0.7579

Geometry (Å):
Hf1 -3.17519 -0.48737 2.05381
N1 -1.08368 -3.23721 2.96675
O1 -0.84639 -4.09903 2.19598
O2 -0.45744 -3.19787 4.02476
O3 -1.91697 -2.34707 2.74135
N2 0.01902 -0.50299 0.50422
O4 -0.32893 -1.34619 -0.29910
O5 -0.73136 -0.18817 1.37783
O6 1.12505 -0.00651 0.32804
C1 -3.60747 -2.93134 -0.45757
O7 -3.37710 -2.30106 0.54298
N3 -4.71275 -3.41492 -0.73118
N4 -2.83677 -3.22167 -1.35919
H1 -5.29555 -3.47494 0.09153
H2 -4.81882 -3.64374 -1.70918
H3 -3.12387 -4.01407 -1.91576
H4 -1.85844 -3.02811 -1.19951
C2 -2.76626 0.59597 -1.55748
O8 -2.98023 0.23363 -0.41666
N5 -2.61029 -0.28031 -2.44758
N6 -3.09718 1.75219 -2.05005
H5 -1.99223 -1.01052 -2.12373
H6 -2.62168 0.05561 -3.40002
H7 -2.81043 2.11439 -2.94821
H8 -3.53257 2.29913 -1.32108
C3 3.84956 2.75279 -0.67615
O9 3.36493 3.27558 -1.65522
N7 5.13316 2.67913 -0.43621
N8 3.23393 2.14838 0.31789
H9 5.47333 2.31847 0.44374
H10 5.79005 3.19305 -1.00585
H11 2.23405 2.10280 0.18278
H12 3.64216 2.11484 1.24110
C4 -0.88792 1.22710 4.32165
O10 -1.71610 0.63609 3.70205
N9 0.19915 0.72598 4.63843
N10 -1.03085 2.34424 5.01721
H13 0.44422 -0.21624 4.36962
H14 0.77132 1.12242 5.37025
H15 -0.25052 2.74115 5.52085
H16 -1.82510 2.93672 4.82166
C5 0.35856 2.19919 -3.03843
O11 0.00194 2.57190 -4.11453
N11 0.21447 2.94395 -2.00523
N12 0.93850 1.03268 -2.99234
H17 0.47553 2.75508 -1.04801
H18 -0.26854 3.79144 -2.26710
H19 1.20991 0.62518 -2.10895
H20 0.88964 0.51610 -3.85886
C6 3.74972 -1.86605 -1.15416
O12 4.63263 -2.63245 -1.09450
N13 3.86783 -0.60249 -0.97308
N14 2.54220 -2.23803 -1.26529
H21 3.20231 -0.25896 -0.29546
H22 4.86699 -0.47513 -0.89852
H23 2.52760 -3.18908 -0.92560
H24 1.80267 -1.59352 -1.02487



3.
C6H24N12O6Ti | the ωB97M-V functional and the def2-TZVPD basis

Values from the calculation:
Energy above the lowest of the compared OMol25 structures with the same formula, charge and spin: 0.00 kcal/mol
HOMO (spin up / spin down): -0.20349 / -0.44470 hartree
Total charge: +1
Kohn-Sham gap (spin up / spin down): 3.743 / 10.272 eV
Spin multiplicity: 4
<S²>: 3.7524

Geometry (Å):
Ti1 0.05426 0.21731 -0.16245
C1 2.25652 -1.13225 -2.76862
O1 1.11549 -0.80258 -2.47472
N1 2.68790 -2.41530 -2.91062
N2 3.21460 -0.17997 -3.00020
H1 2.09523 -3.20970 -2.76342
H2 3.59367 -2.58091 -3.31222
H3 4.11661 -0.43901 -3.35507
H4 2.91906 0.77720 -2.96282
C2 -1.11415 0.62195 2.93463
O2 -0.89960 0.97146 1.76941
N3 -1.72441 1.45731 3.83130
N4 -0.89231 -0.64465 3.35900
H5 -1.92419 1.15144 4.76544
H6 -1.99837 2.37995 3.55356
H7 -1.13060 -0.96327 4.27950
H8 -0.63585 -1.30341 2.63006
C3 -2.82392 -0.36876 -0.98736
O3 -1.80042 -1.04375 -1.17003
N5 -3.26458 0.49989 -1.93051
N6 -3.55494 -0.44715 0.15648
H9 -2.63726 0.59688 -2.71008
H10 -4.12586 1.00370 -1.84845
H11 -3.31309 -1.12851 0.85334
H12 -4.42000 0.03893 0.30740
C4 -1.35113 3.11984 -0.92076
O4 -0.57890 2.23482 -1.27785
N7 -1.77778 4.07206 -1.82298
N8 -1.90605 3.17927 0.31428
H13 -2.22732 4.90968 -1.49773
H14 -1.17129 4.15274 -2.62206
H15 -2.70782 3.76646 0.45324
H16 -1.67490 2.44372 0.97375
C5 -0.00318 -3.14486 0.69002
O5 -0.14691 -1.94924 0.96537
N9 -0.68847 -3.70076 -0.35236
N10 0.86659 -3.94260 1.35174
H17 -1.32894 -3.04617 -0.78739
H18 -0.90241 -4.68042 -0.27656
H19 0.93095 -4.91935 1.13005
H20 1.45067 -3.55365 2.06872
C6 2.99820 0.76006 0.75042
O6 1.98086 0.10518 0.98290
N11 4.12602 0.15647 0.25727
N12 3.14446 2.06718 1.08377
H21 4.01937 -0.83107 0.10844
H22 5.03125 0.55782 0.42046
H23 3.84123 2.63765 0.63629
H24 2.28169 2.54839 1.28746



4.
C6H24N13O9Tl | the ωB97M-V functional and the def2-TZVPD basis

Values from the calculation:
HOMO (spin up / spin down): -0.63128 / -0.63229 hartree
Total charge: +3
Kohn-Sham gap (spin up / spin down): 4.144 / 4.207 eV
Spin multiplicity: 2
<S²>: 1.7689

Geometry (Å):
Tl1 -14.31765 6.09001 -6.14708
N1 -17.48073 7.74814 -4.17467
O1 -18.18995 7.13020 -3.30671
O2 -17.95744 8.70722 -4.72922
O3 -16.33867 7.32479 -4.36536
C1 -14.78297 4.90329 -2.32035
O4 -14.32661 4.83233 -3.43873
N2 -15.78405 5.59504 -1.89976
N3 -14.26615 4.24487 -1.30250
H1 -16.41624 6.06887 -2.52899
H2 -15.92058 5.67539 -0.90226
H3 -13.46845 3.64149 -1.44280
H4 -14.65060 4.42906 -0.38689
C2 -13.74100 7.78570 -9.77284
O5 -13.59541 7.46121 -8.65478
N4 -13.07253 8.69647 -10.41371
N5 -14.66290 7.30149 -10.54849
H5 -12.37811 9.14928 -9.83677
H6 -13.28442 8.82054 -11.39340
H7 -14.85387 7.75250 -11.43179
H8 -15.29079 6.63033 -10.12966
C3 -10.31292 6.92391 -7.02320
O6 -11.52808 6.86151 -6.84625
N6 -9.67663 5.97786 -7.70834
N7 -9.45544 7.91166 -6.65786
H9 -10.20102 5.24781 -8.16891
H10 -8.69745 6.14198 -7.89371
H11 -9.85951 8.71763 -6.20264
H12 -8.46013 7.95033 -6.82509
C4 -15.64157 9.76518 -6.90781
O7 -15.60164 8.52215 -7.03560
N8 -16.41496 10.57036 -7.58909
N9 -14.95004 10.37635 -5.98306
H13 -17.06187 10.11621 -8.21787
H14 -16.51723 11.53009 -7.29152
H15 -14.49075 9.82025 -5.27601
H16 -15.02836 11.38280 -5.95105
C5 -17.96802 4.14591 -5.50658
O8 -16.92909 4.79670 -5.50868
N10 -18.99562 4.59988 -4.83117
N11 -18.07780 2.95151 -5.96056
H17 -18.81194 5.47650 -4.36438
H18 -19.88080 4.11738 -4.89245
H19 -17.30382 2.51543 -6.44107
H20 -18.94382 2.47691 -5.74870
C6 -11.30427 3.52158 -5.26482
O9 -12.24437 4.29580 -5.32087
N12 -11.21981 2.37419 -5.84291
N13 -10.17119 3.76489 -4.63355
H21 -10.33671 1.90615 -5.69732
H22 -12.04424 1.94316 -6.23610
H23 -9.48392 3.05052 -4.44005
H24 -10.19648 4.58659 -4.04681



Record order is preserved below.
Maximum force: 4.27, 10.80, 1.11, 7.93 eV/Å
Record order is preserved below.
Electronic energy: -2614.66483, -1959.12920, -2201.07447, -1803.39107 Ha